The following is a DFT calculation (the ωB97M-V functional and the def2-TZVPD basis) of a cluster of 15 separate species, C21H72N10O15 in total in a non-equilibrium geometry.

Positions of all 118 atoms, in Å:
H 2.3320 4.0398 -0.8013
N 3.4311 -4.2732 -0.1236
H 3.6532 3.4474 0.0755
O -1.8538 2.9552 0.2656
O 5.3416 2.0807 0.9851
N 1.2436 0.2963 0.7806
H 2.9477 -1.2812 0.7247
H 4.8493 2.3663 1.7845
H -3.8172 -2.1427 1.2103
H -2.6610 -4.6888 2.2875
H 2.7405 -4.4474 -0.7736
H 5.2919 0.3382 -0.1091
H 2.0509 -2.2507 4.4717
H 1.4764 -0.0672 1.7267
H -3.1901 -3.2582 -3.8405
H -0.0232 1.5133 3.5601
N 2.9324 -2.2040 0.3488
H 2.1834 -5.6855 1.3230
H 2.0346 -2.5024 -0.0337
C 1.2394 0.8854 -4.0949
H 1.2640 -3.6801 2.3225
O -2.5634 1.7893 -2.4225
H -2.3838 -0.2343 3.0105
C 0.1922 -0.0925 0.1510
H 4.4991 -1.9138 5.0403
N 0.1446 0.2697 -3.7351
O 1.2976 -4.6705 -1.9032
H 1.1563 -0.5574 3.5119
C -2.6552 -3.8517 1.6065
H -3.8657 2.8908 -1.3137
H 3.7244 -0.2772 4.9743
C -4.0318 3.4882 -3.3559
H 0.6519 2.8127 -2.1336
H -0.1813 -1.3517 1.6610
C -0.0884 4.1908 -3.1916
H -3.0891 0.1063 0.4760
H 1.5955 -5.1703 3.1081
H -4.0030 -1.7603 3.5663
H 1.3337 5.2911 -2.1013
C -4.1162 0.5081 0.5008
O 1.2387 -5.5022 1.1976
H -1.2740 -1.3146 0.1484
H -2.2040 4.8789 0.9297
O -0.2212 3.2528 -2.1983
H -0.7181 -1.7344 4.1503
O 4.9292 -2.9980 1.2687
O 2.1164 -0.5917 3.1721
C 0.3924 5.5112 -2.5783
H -1.8391 0.1304 4.6534
C -3.8359 2.4024 -2.2844
H 5.5076 0.2442 1.6001
H -1.6268 2.1847 3.4264
C 0.9045 -4.7420 2.3404
O 2.4505 1.9192 -0.6809
H -1.8550 4.8170 -0.6739
H 4.1325 -4.9515 -0.1509
H 2.6687 2.0071 -1.5866
H -2.6978 -3.9370 -2.2974
O -0.4331 -0.9411 3.6809
C 4.9471 0.7333 0.8528
H -1.1732 2.5395 -0.3430
C -1.0271 1.3613 3.1356
N -2.7187 -0.8948 -3.0139
H -0.1997 5.9145 -1.7710
H -0.1961 -0.4496 -4.3199
N 0.3881 -2.4833 -2.2104
H -0.1446 -1.6669 -1.9501
H 0.5823 3.8235 -3.9618
C -1.6769 4.3560 0.2370
C -1.4949 -0.0411 3.6245
H 0.7296 3.0744 1.0953
O 1.8661 1.8669 -3.2892
H 1.2225 -0.1729 -5.7531
H -0.7497 1.5067 2.0753
O -0.3403 0.3076 -1.1062
H -0.1104 -4.9782 2.6184
H 0.1260 -2.3172 0.2206
H -4.5980 -3.2272 2.0434
H -3.8019 3.1242 -4.3660
O -2.3604 -1.8815 -0.9364
H -3.2796 4.2697 -3.2290
H 1.8691 4.2388 1.6354
H -4.3890 0.4914 -0.5663
C -2.7100 -1.9990 -2.2926
H -4.8197 -0.0926 1.1052
C 0.7506 -3.4670 -1.4674
H 2.7425 -2.5698 2.9578
H -4.6852 1.7584 -2.3824
H 4.6609 -0.8087 3.6062
H -2.6266 0.0323 -2.5546
N -2.8235 -3.1157 -2.8893
H -3.1589 -0.7672 -3.9257
H -1.0691 4.2637 -3.6458
H -1.8456 2.4380 -2.3870
O -4.1615 1.8268 0.9774
C -3.5900 -2.7618 1.9863
H -2.9737 -4.2016 0.6715
C 3.7985 -3.2064 0.4996
N 0.4770 -3.2459 -0.2295
C 2.7081 -1.7471 3.7332
H 1.7653 1.0965 0.3231
H 0.1744 -2.6977 -3.1865
N 1.5731 0.6714 -5.3348
H -5.0672 3.8183 -3.4058
O -3.3155 -2.3222 3.2881
H 0.6290 -4.0764 0.3521
H -0.6230 4.6024 0.4279
C 1.8221 3.2663 1.2144
N -0.4059 -1.0861 0.7176
H 2.2096 2.4492 1.8069
C 2.6194 3.1926 -0.1003
H 3.9445 0.5363 1.1848
H -1.6081 -3.5483 1.4603
H 0.5236 6.2001 -3.4628
H -3.3723 2.3468 0.7160
H -0.2621 0.3691 -2.7179
H 2.5281 1.0035 -5.8176
C 4.0016 -1.1973 4.3929

Properties
HOMO   -8.371 eV
LUMO level   -0.05 eV
Molecular weight   704.9 g mol⁻¹

Atomic partial charges in e from the Löwdin method, atoms 1 to 4: number 1, H, carries 0.11; number 2, N, carries 0.20; number 3, H, carries 0.09; number 4, O, carries -0.14